Below is a cluster of 2 separate species, C6H14N3O in total, with properties calculated with the ωB97M-V functional and the def2-TZVPD basis.

Each atom is followed by the atoms it is bonded to, with distances in Å.
Positions of all 24 atoms, in Å:
1 C 1.664 -0.700 -1.279  C2 1.580, N8 1.518, H11 1.046, H12 1.093
2 C 1.863 -1.404 0.121  C1 1.580, N9 1.468, H13 1.050, H14 1.059
3 C 1.172 0.807 0.470  C4 1.477, N8 1.299, N9 1.290
4 C 0.640 2.039 1.087  C3 1.477, H15 1.118, H16 1.131, H17 1.101
5 C -3.089 -0.461 -0.664  C6 1.496, H18 1.150, H19 1.088, H20 0.998
6 C -1.769 0.233 -0.542  C5 1.496, N7 1.290, H21 1.120
7 N -0.887 0.002 0.370  C6 1.290, O10 1.377
8 N 1.278 0.694 -0.820  C1 1.518, C3 1.299, H22 1.083
9 N 1.624 -0.269 1.020  C2 1.468, C3 1.290, H24 0.976
10 O -0.994 -0.899 1.406  N7 1.377, H23 0.929
11 H 2.568 -0.568 -1.787  C1 1.046
12 H 0.868 -1.139 -1.887  C1 1.093
13 H 1.151 -2.158 0.288  C2 1.050
14 H 2.827 -1.786 0.340  C2 1.059
15 H 0.085 1.583 1.943  C4 1.118
16 H -0.030 2.406 0.253  C4 1.131
17 H 1.562 2.623 1.232  C4 1.101
18 H -3.667 0.059 -1.511  C5 1.150
19 H -3.549 -0.472 0.322  C5 1.088
20 H -2.940 -1.425 -0.871  C5 0.998
21 H -1.428 0.982 -1.300  C6 1.120
22 H 1.103 1.479 -1.545  N8 1.083
23 H -1.830 -1.302 1.373  O10 0.929
24 H 1.779 -0.323 1.982  N9 0.976

Summary:
* HOMO-LUMO gap: 10.971 eV
* highest occupied orbital energy: -0.498 Ha
* charge: +1
* E_tot: -12957.775 eV
* F_max: 0.0941 hartree/bohr